Entry from the Open Molecules 2025 dataset: a single C6H12O molecule (the ωB97M-V functional and the def2-TZVPD basis).

The value obtained for the energy is -311.0430 hartree. As for the molar mass: 100.16 g mol⁻¹. Its charge is 0.

Cartesian coordinates (Å):
C -0.904 -1.642 -0.782
C -0.653 -0.154 -0.580
C -1.053 0.413 0.784
C -0.308 1.761 0.805
O 0.674 1.713 -0.232
C 0.791 0.363 -0.676
C 1.825 -0.370 0.183
H -1.968 -1.868 -0.651
H -0.625 -1.958 -1.795
H -0.346 -2.259 -0.068
H -1.212 0.394 -1.351
H -0.699 -0.251 1.584
H -2.135 0.527 0.903
H 0.170 1.952 1.777
H -0.980 2.599 0.585
H 1.130 0.401 -1.717
H 1.719 -0.064 1.229
H 1.735 -1.461 0.134
H 2.837 -0.095 -0.131

***

Entry from the Open Molecules 2025 dataset: a 3-piece molecular cluster, C30H23B2BrO9P overall (the ωB97M-V functional and the def2-TZVPD basis).

The value obtained for the energy is -4799.5492 hartree. As for the molar mass: 660.01 g mol⁻¹. Its charge is -1.

Cartesian coordinates (Å):
O 2.216 -0.245 1.198
B 1.206 -0.519 0.325
O 0.863 -1.847 0.189
C 0.605 0.676 -0.513
O 0.889 1.907 0.104
B 0.215 2.846 -0.837
O -1.146 2.163 -0.995
C -0.907 0.806 -0.904
P -1.962 0.074 0.459
O -2.532 1.400 1.225
Br -3.791 -0.449 -0.788
H 2.409 0.702 1.139
H 0.078 -1.976 -0.349
H 1.133 0.657 -1.490
H 0.142 3.987 -0.414
H 0.794 2.803 -1.946
H -1.107 0.272 -1.845
H -2.299 1.321 2.159
C -4.921 -1.247 2.561
C -5.769 -1.183 3.660
C -6.200 -2.342 4.282
C -5.788 -3.579 3.801
C -4.943 -3.644 2.688
C -4.507 -2.477 2.074
C -4.508 -4.956 2.130
O -3.776 -5.033 1.170
C -5.019 -6.194 2.800
C -4.659 -7.432 2.280
C -5.110 -8.593 2.885
C -5.919 -8.524 4.015
C -6.281 -7.294 4.534
C -5.836 -6.125 3.927
C -6.256 -4.808 4.496
O -6.954 -4.756 5.488
H -4.587 -0.339 2.076
H -6.095 -0.220 4.032
H -6.856 -2.310 5.141
H -3.850 -2.535 1.217
H -4.026 -7.462 1.404
H -4.830 -9.556 2.477
H -6.266 -9.433 4.488
H -6.910 -7.215 5.411
C 5.746 5.843 0.235
C 6.516 6.734 -0.506
C 6.704 6.532 -1.862
C 6.126 5.431 -2.484
C 5.369 4.529 -1.736
C 5.173 4.742 -0.377
C 4.759 3.319 -2.364
O 4.121 2.530 -1.713
C 4.976 3.122 -3.829
C 4.424 2.003 -4.439
C 4.604 1.799 -5.796
C 5.333 2.714 -6.550
C 5.884 3.830 -5.946
C 5.710 4.039 -4.583
C 6.320 5.246 -3.952
O 6.948 6.050 -4.610
H 5.590 6.011 1.293
H 6.966 7.592 -0.022
H 7.290 7.219 -2.457
H 4.563 4.039 0.174
H 3.851 1.313 -3.833
H 4.172 0.928 -6.271
H 5.467 2.554 -7.612
H 6.452 4.555 -6.515

***

Entry from the Open Molecules 2025 dataset: a single C5H9NO molecule in a non-equilibrium geometry (the ωB97M-V functional and the def2-TZVPD basis).

The value obtained for the energy is -325.9018 hartree. As for the molar mass: 99.13 g mol⁻¹. Its charge is 0.

Cartesian coordinates (Å):
C -0.051 -0.682 1.027
N 0.939 -0.296 -0.007
C 1.554 -1.330 -0.662
O 1.570 -2.478 -0.289
C 0.368 0.760 -0.910
C -1.072 1.016 -0.411
C -1.103 0.435 0.989
H -0.232 -1.748 0.870
H 0.455 -0.603 1.990
H 2.091 -0.965 -1.556
H 0.984 1.645 -0.772
H 0.388 0.376 -1.924
H -1.161 2.098 -0.335
H -1.836 0.636 -1.080
H -2.017 -0.058 1.327
H -0.877 1.194 1.741

***

Q: Which of these has the highest energy?
A: C6H12O